(1)
114
Properties=species:S:1:pos:R:3 method="wB97M-V/def2-TZVPD" multiplicity=1 homo_ev=-3.159 total_charge=-1 e_above_lowest_kcal_mol=10.4 lumo_energy_ev=0.91
H 2.2143 -3.1907 3.4884
C 0.9078 -2.2752 -5.4464
C -2.1333 3.4199 2.1878
C -0.8292 -4.7535 -2.0049
H 5.3015 0.1739 1.1756
C 1.0472 -2.8822 -0.3646
C -3.3019 -0.4015 -0.9863
C 5.6102 -0.0572 -1.6542
H 3.7412 -4.7626 0.6544
H 4.6551 -3.4320 1.3608
H -0.9191 -2.1060 -6.5363
C -5.1731 5.7290 0.3456
H -3.0188 -0.3641 2.8265
H 6.3518 1.4719 0.5628
Si 0.7946 -4.6229 -1.0830
H -3.6111 0.9878 3.7808
C -7.5247 5.8160 4.0513
H 1.4294 -1.2099 4.6069
C -3.2637 -1.0188 -3.4220
C 0.2261 2.7924 2.7916
H 0.3875 -6.8406 -0.1235
C -6.3430 4.6069 2.1978
C 3.8672 1.4632 -1.3898
C 5.3285 1.0867 0.5760
H 1.7035 4.0154 1.7951
H -0.9349 -4.0365 -2.8167
C 3.8725 -3.6791 0.6390
Rb -0.2507 1.0584 -0.1996
H 5.3172 0.0484 -3.8230
H 4.1692 -1.0176 -2.9812
H 4.2254 -3.3934 -0.3546
H 0.0741 -2.5471 0.0194
H -2.8074 -0.7062 -0.0636
C -5.7617 3.4457 1.6751
N 3.8482 1.0481 -2.6825
C -2.5848 -1.3862 -4.5361
H 1.8390 -0.4150 1.7467
H 2.5725 -2.3994 -4.0773
C -0.4283 -2.0288 -5.5736
H 2.7002 -0.0401 4.3316
H -1.8718 4.4336 2.4892
H 3.1119 -0.4595 0.5193
C 2.5752 2.3946 3.5959
H -3.3951 1.1703 2.0571
F -5.9488 2.2538 2.2864
H 1.5028 -2.5517 -6.3066
H -4.3195 -0.7867 -3.4517
H -3.3326 0.6898 -1.0298
C -3.6698 4.5351 -1.3052
C 2.2138 -5.1168 -2.2010
H -0.0373 -5.6109 1.0640
C 1.5165 -2.1820 -4.1794
C -0.6251 0.3376 3.8293
C 0.6976 -5.8836 0.3046
H 2.0171 -6.1182 -2.5933
H 3.0208 2.0086 4.5105
N -1.7642 2.8379 -1.4244
C -2.9589 0.7179 2.9452
H -1.6668 -4.6084 -1.3179
H 1.7100 0.0722 5.7785
N -7.8219 6.7581 4.6557
N 4.8723 0.8215 -0.7627
H 1.6578 -6.0415 0.7980
C -0.5906 -1.5415 -3.1798
C 0.7099 0.7312 3.9740
C 1.6871 -0.1577 4.7086
F -6.5106 6.9425 1.8020
H 3.1866 2.0550 2.7527
H 0.0521 4.3503 1.3086
H -3.1308 3.2199 2.5709
H 3.1593 -5.1519 -1.6591
H 5.7292 -1.0463 -1.2071
H 3.0203 1.2245 -3.2260
F -4.9003 6.9096 -0.2400
C -4.5955 4.5667 -0.1665
H 1.4820 -4.5559 2.6480
H 0.6313 4.9235 2.8632
C -2.5684 -0.9051 -2.1861
C -7.7012 3.4459 3.9489
H 6.6064 0.3513 -1.8532
H 2.3319 -4.4452 -3.0509
H -0.5206 -1.2656 5.2848
Si 2.2902 -2.7712 1.0779
C -6.0081 5.7459 1.4458
C 1.5651 -3.4708 2.6546
C -1.1246 2.4310 2.7160
C -1.1971 -1.6600 -4.4473
H -4.3338 -0.7496 -0.9625
C -2.6362 3.6150 -1.3702
N -8.1526 2.5043 4.4512
N -3.7345 6.1881 -3.2721
S 2.8386 2.6071 -0.7410
H 3.4585 -0.9207 2.1868
F -4.4844 2.2205 0.1663
C 0.6799 4.0872 2.1594
H -1.1487 -1.7730 3.7206
C -4.9620 3.4364 0.5527
C 0.7991 -1.8345 -3.0622
C 2.7093 -0.9754 1.3928
H 2.6546 3.4788 3.6344
S 1.6620 -1.6270 -1.5270
C 4.7321 -0.0851 -2.9140
C -3.7265 5.4519 -2.3791
H 4.6710 1.8302 1.0202
H -2.1474 -0.8285 4.8083
C 1.1385 1.9546 3.4417
H -0.9218 -5.7562 -2.4306
H -3.0809 -1.4675 -5.4959
H -2.1924 3.4194 1.0974
N -1.2870 -1.1675 -2.0703
H 0.5768 -3.0542 2.8603
C -1.1296 -0.9490 4.4415
C -1.5338 1.1693 3.1627
C -7.1782 4.6253 3.3751



(2)
119
Properties=species:S:1:pos:R:3 method="wB97M-V/def2-TZVPD" multiplicity=4 homo_ev="-3.837 / -3.993" total_charge=-1 s_squared=4.033 e_above_lowest_kcal_mol=52.8 lumo_energy_ev="2.06 / 2.06"
C -4.6073 -3.1110 1.3496
H 7.6878 -1.4440 3.5297
H 4.6761 3.3457 3.3370
C -3.9405 -2.6771 -2.4582
H -3.2592 -2.7405 -4.5875
H 2.5055 3.7235 4.7581
H -1.6224 -2.5325 2.9986
H 2.7764 4.7115 -0.0660
H -2.6650 -5.3544 0.6299
N -1.4962 3.5733 -0.9754
C -1.5302 2.2129 -4.6844
C 1.7679 4.9467 -2.0151
H 1.3521 -1.8670 -1.6238
H 1.6809 4.3731 -2.9603
C -6.4307 3.9261 0.1018
H 1.1236 2.5985 4.4130
N -2.2662 3.0662 -4.4919
O -0.6965 -0.1001 -3.0235
H -0.8081 -5.1050 -2.3962
H 2.0611 -1.0011 -0.3598
V -0.4345 0.1598 -0.8527
H 0.4960 6.8706 -1.0696
H 5.0205 -2.2715 3.8964
H 0.6057 -0.8634 -5.8965
H -1.5129 -6.6229 0.4140
H 2.0924 0.8002 5.7385
H -4.3244 -4.1649 1.2986
H 5.8886 -3.2731 0.5194
H 6.5062 -4.4938 1.5735
C 2.9696 4.5750 -1.1320
N 4.9888 1.7295 2.2111
C -0.8167 -4.6528 -0.2414
H -2.1086 -2.0415 -3.3877
C 6.7945 -3.6647 0.9566
H -5.6711 -3.4478 -1.5775
C 2.5025 1.8097 5.8947
H 0.9245 -3.7020 0.6495
H 3.5742 1.6606 6.0958
C -2.3302 2.5862 -0.7456
N 0.4305 4.8320 -1.4233
O -2.1209 1.3329 -0.8308
H 4.9488 1.8413 4.2207
H -5.0176 -1.3961 -1.1137
C 4.4152 2.2942 3.4051
S 4.7541 -0.1952 0.4264
H -2.7346 -0.4762 2.5145
H -3.3251 5.1075 -0.6040
H -4.4602 -0.7314 2.2705
C -0.1397 -4.8293 -1.5880
H 2.4623 2.2834 2.5098
H -7.3946 4.2250 0.4168
S 0.7802 2.2225 -1.1703
C -0.2942 0.0715 -4.2543
Sb -2.0598 -2.5635 -0.3501
H -5.5728 5.9255 -0.2687
H -1.5551 5.5120 -2.8866
H -3.4844 -0.2106 0.8975
H -3.1821 -3.0349 3.6303
H 7.4071 -4.0999 0.1615
C 5.5306 -1.8108 3.0164
C -4.8300 2.1183 -0.1439
H -0.9548 5.9550 -0.3921
Cl -0.1928 -0.5473 1.3697
H -0.3776 -4.2500 1.8249
C 0.0954 1.4366 -6.2457
H 0.5263 -5.7298 -1.5739
C -1.0577 6.4739 -2.5729
C -4.7603 -3.8198 -2.0256
C -2.5673 -3.0525 2.7317
H 2.0531 -0.4105 -1.8604
H -6.9087 1.8900 0.3383
H 4.9718 -2.1405 2.1327
H 0.7535 -5.3720 0.9586
C -4.5039 -1.3365 -2.0938
H -5.0243 -4.4854 -2.8489
N 0.4521 -0.9202 -4.9124
H -5.2257 -1.0090 -2.8671
C -6.0894 2.5599 0.1558
N 0.5225 1.7008 -7.2708
C -3.7759 3.0254 -0.4923
H 3.2983 3.5287 -1.2801
H 0.4413 -4.0192 -1.9783
H -2.3593 -3.7749 -3.4232
N 5.3770 -0.3796 3.0814
N 1.4652 -0.9405 -1.1884
C -2.8748 -2.8066 -3.5290
C 0.1763 -4.4331 0.8760
H 4.6623 2.1995 1.3812
C 7.0695 -2.2225 3.0754
C 2.9294 1.9984 3.4380
H -5.1210 -2.7576 0.4617
C 5.0369 0.3714 2.0068
H -5.2076 -2.9729 2.2524
H 7.1965 -3.1065 3.7121
C -0.2653 6.1027 -1.2739
H 1.9756 2.2263 6.7448
H 1.8880 5.9890 -2.3171
H 3.8188 5.2071 -1.4359
H -4.2056 -4.4068 -1.2352
C -0.2003 3.6553 -1.2653
C -4.1090 4.3706 -0.5104
C -3.5075 -0.8484 1.7934
H -2.3261 -6.0064 -0.9835
H -0.3696 6.7313 -3.3865
H 8.6272 -2.8732 1.7284
H -3.7473 -0.5127 -1.9860
H -2.4139 -4.1219 2.5342
H -4.5535 1.0573 -0.1967
C 7.5855 -2.5527 1.6881
C -3.3337 -2.3693 1.6264
C -0.5967 1.2108 -5.0612
H 5.9191 0.1210 3.7786
C 2.2011 2.6328 4.6240
C -1.8990 -5.7008 -0.0413
H 2.8137 0.8965 3.5228
H 7.5874 -1.6270 1.0654
H 0.2762 -1.8816 -4.6914
H -1.8049 7.2554 -2.4295
C -5.4189 4.8355 -0.1904



(3)
67
Properties=species:S:1:pos:R:3 method="wB97M-V/def2-TZVPD" multiplicity=1 homo_ev="-10.994 / -10.994" total_charge=+1 lumo_energy_ev="-5.34 / -5.34"
C 2.3690 1.3461 2.2173
H -0.9642 -4.5161 0.9320
H 1.9830 3.7046 3.6613
H -0.7590 2.1375 2.0947
N -1.2592 2.9094 -0.6143
H -1.5993 -2.5724 -3.1528
H -1.6142 7.4153 -1.5536
H 1.5818 -4.2368 -1.6461
C -1.0968 -2.1809 2.4920
H -1.5615 -0.7947 -3.0848
C -0.8372 4.4587 -2.4132
H -3.0981 -1.6557 -3.1247
H -0.0881 -4.7169 2.4375
H -2.9641 -0.6602 0.4430
C -2.1432 -1.7645 -1.2258
C 2.3337 -3.4885 -1.4009
H -3.8303 -0.4427 -1.0826
C -0.0602 -4.2322 1.4614
H 2.2771 -1.9757 -3.7477
H 3.1501 -1.1199 -0.2451
C 1.1937 2.3143 2.2296
H 2.3905 0.0074 -1.4218
O -1.2867 6.7444 -2.1657
O 0.0114 1.5612 1.9837
H -2.0564 3.6979 1.1045
H 1.4367 -2.8069 3.2773
H 2.3553 0.7298 3.1143
C -2.8431 -0.5498 -0.6348
C 1.3623 -2.3447 2.2924
Br -0.1704 1.7293 -2.8299
Pd 0.3525 0.8649 -0.3683
H 0.7960 -4.6299 0.9230
H 3.2008 -3.6696 -2.0364
H -3.8013 -3.1145 -1.2419
H 2.6491 -3.6217 -0.3668
O 1.5607 2.6872 -0.1186
H -2.2823 0.3756 -0.8309
H -0.4881 4.6294 -3.4195
H 3.3066 1.8933 2.1864
H -2.9100 -3.1247 0.2818
C -1.2892 5.5291 -1.6298
Sb -0.0317 -1.6152 -0.3346
H 1.4062 -1.2637 2.4246
C 1.8053 -2.0905 -1.6627
C -0.8376 3.2137 -1.8373
C 0.0410 -2.7329 1.6486
C 1.3921 -1.9171 -3.1131
C -2.8047 -3.0605 -0.8000
H 3.6833 -1.0799 -1.9203
H 0.7086 -2.7031 -3.4295
H 2.2186 -2.6747 1.7041
H 2.2932 0.7068 1.3221
H 0.9350 -0.9401 -3.2846
C 2.8074 -1.0100 -1.2759
H -1.0897 -1.0890 2.4825
C -2.0791 -1.6875 -2.7387
H -2.0633 -2.5393 2.1488
H -0.9728 -2.5029 3.5256
C -1.6974 3.9357 0.1121
H -2.2391 -3.9211 -1.1555
H 0.2412 3.8157 3.4558
H -2.0839 6.0227 0.3153
C 1.0790 3.1217 3.5085
H 0.9312 2.4381 4.3451
O 1.3711 4.5001 1.1752
C 1.4090 3.3167 0.9428
C -1.7297 5.2400 -0.3351



(4)
21
Properties=species:S:1:pos:R:3 method="wB97M-V/def2-TZVPD" multiplicity=1 homo_ev=-8.845 smiles="C=CCN/C=C/C.O" total_charge=0 e_above_lowest_kcal_mol=65.7 lumo_energy_ev=0.74
C 0.4751 -1.5263 -1.8389
N 1.4467 0.5479 -0.6904
H 0.8853 -0.0859 -3.3714
H -0.4271 1.4020 0.0446
C 0.6502 3.3023 1.8317
H 1.4008 0.9176 -1.6192
C 0.9484 -0.8319 -0.5874
H -0.1672 -1.5355 -3.7982
H -0.3800 3.0595 2.0702
H 2.3643 2.1621 1.1579
C 0.3591 -0.9658 -3.0400
O -4.4395 -4.6392 2.3786
H -4.5775 -4.6565 1.4329
H -4.3863 -3.7041 2.6437
H 0.6278 4.1836 1.1922
C 1.2972 2.2344 0.9845
H 0.0702 -2.4869 -1.5478
C 0.6559 1.4443 0.1365
H 1.7651 -1.4585 -0.2028
H 0.1386 -0.8647 0.1442
H 1.2927 3.5016 2.6791



(5)
95
Properties=species:S:1:pos:R:3 method="wB97M-V/def2-TZVPD" multiplicity=1 homo_ev=-4.318 total_charge=-1 e_above_lowest_kcal_mol=0.6 lumo_energy_ev=2.03
H 0.3194 4.1333 3.2773
C -1.9720 -4.9626 3.0591
C -3.0508 -0.6230 -2.6606
H 3.8557 3.9732 -1.2071
S 4.8762 1.1447 0.7232
C -5.0072 1.0854 1.2416
C -3.7326 1.3401 0.7458
N 2.8041 2.8630 0.7853
H 0.4959 -7.2931 2.6270
C -3.1473 -4.7935 3.8276
S 0.8594 4.3628 -1.4263
N 4.4556 3.3313 -0.6965
N 1.9272 2.5358 -3.1761
H -4.4772 -5.5918 5.2824
H 2.7713 -0.6275 -2.9050
N 2.9470 4.5793 -3.0485
C 4.4600 -1.3729 -1.8249
H -4.5994 -2.1719 2.0521
C -1.5028 -3.9645 2.1228
C -1.0125 1.7946 3.3308
H 3.4607 4.3120 -6.4320
H 2.2384 3.5370 0.2450
H -0.3482 2.9869 -4.6385
N -2.0557 -1.9331 1.2113
H 2.6602 5.5373 -2.9116
H 0.3844 -1.6931 3.7955
H 4.0160 3.2748 -4.2337
H 0.2179 4.2339 1.5091
H -3.1288 -2.5315 -1.6550
O 0.2580 -3.3252 0.6352
N -2.3249 -2.8755 2.0075
C -1.1269 -1.8532 -2.0017
N 2.1000 1.9549 1.5460
H -4.1239 -0.4899 -2.7227
H -1.1896 2.5335 0.6246
C 3.7916 -0.3263 -2.6767
H -0.6651 -2.7043 -1.5131
H 0.7882 1.8633 -5.3731
C -1.7056 -7.1370 4.1459
H 3.7567 0.6213 -2.1325
H -3.1934 -7.7048 5.5747
C -3.0803 -0.9424 1.2286
H 2.5582 5.5935 -5.6123
Cs 1.5161 -0.7810 0.1657
H -5.7429 1.8805 1.2469
H 1.7632 4.4759 2.3055
H -3.7105 -3.8789 3.7101
H 4.3479 -0.1530 -3.5986
C -1.1785 1.8244 -0.2073
O -1.5205 0.5196 0.2354
H 4.5729 4.9453 -4.2712
H -0.1803 1.7675 -0.6297
C 3.6821 4.3114 -4.2740
C -2.8522 -6.9492 4.8782
N -0.2968 -0.9203 -2.4622
H 5.3094 3.0465 -1.1411
H -0.9409 1.4601 -5.3344
C -2.7726 0.3334 0.7213
H -2.8651 1.0677 4.1386
H -2.5877 1.2621 -3.5883
H -1.9519 -1.2461 4.4635
C 1.1461 2.4378 2.2446
H 6.1961 -1.7886 -0.9266
C -0.8208 0.1790 -3.0084
C -5.3318 -0.1763 1.7078
H -1.8485 2.1850 -0.9911
C 0.1090 1.2558 -3.4586
H -1.3901 2.7910 3.1460
H -3.4943 2.3279 0.3799
N 1.0537 1.5876 -2.6691
H 6.1730 -0.2998 -1.7251
C -0.1276 1.9268 -4.7814
C -0.2706 -4.1570 1.4069
N 0.7662 0.2156 3.1414
C 2.8724 4.5496 -5.5430
C -3.5722 -5.7576 4.7092
C -2.1948 0.3558 -3.1445
H -6.3279 -0.3884 2.0762
C 0.8364 3.9040 2.3479
C -0.0472 -6.3634 2.4855
C -1.3400 -0.4445 4.0723
C -2.5077 -1.7532 -2.0764
C -1.8388 0.8309 3.8877
H 1.9813 3.9231 -5.5403
H -1.1262 -8.0475 4.2580
N 5.8208 -1.2446 -1.6895
C 0.2826 1.4469 2.9565
C -0.0317 -0.6970 3.6830
H 1.3264 -5.5721 1.0685
C -4.3689 -1.1778 1.6947
C 1.9245 3.7039 -2.6383
C -1.2506 -6.1637 3.2409
C 3.9919 2.4882 0.2441
O 3.8484 -2.2874 -1.2998
C 0.4116 -5.4307 1.6316



(6)
17
Properties=species:S:1:pos:R:3 method="wB97M-V/def2-TZVPD" multiplicity=1 homo_ev=-8.810 smiles="C[C@@H]1[C@@H]2C=CC[C@H]12" total_charge=0 e_above_lowest_kcal_mol=29.1 lumo_energy_ev=1.16
H -1.7385 -1.9297 -0.6417
C 1.6840 -0.2429 -0.7275
H 0.1485 0.5581 2.3236
H 1.6534 1.5520 0.5599
H 2.0687 -1.0643 -0.1547
C -0.4539 1.1435 0.1729
C -0.5542 -1.1064 0.9685
H -0.2310 -1.9998 1.4540
H 2.4711 0.2379 -1.3226
H -1.2052 0.4055 -1.7717
H -0.6839 2.1810 0.3914
H 0.9768 -0.6856 -1.4257
C -1.4173 0.3368 -0.6912
C -1.3212 -1.0670 -0.1250
H -2.4331 0.7066 -0.5474
C 0.0345 0.2414 1.2875
C 1.0012 0.7328 0.2498



Ordered energy results: -106912.3176; -121892.8504; -112125.9601; -9968.3243; -83790.0168; -7419.7730; unit eV.